Record 1
Here is a cluster of 10 separate species, C34H95N7O10 in total in a non-equilibrium geometry from the Open Molecules 2025 dataset. Energies are from ωB97M-V/def2-TZVPD.

Results
ΔE to the lowest compared entry with this formula, charge and spin	558.8	kJ/mol
net charge	0
structure (SMILES)	COC[C@H](C)N.COC[C@H](C)N.COC[C@H](C)N.COC[C@H](C)N.COC[C@H](C)N.COC[C@H](C)N.COC[C@H](C)N.CCO.CCO.CCO
orbital gap	8.92	eV
energy	-67695.5747	eV

```
146
Properties=species:S:1:pos:R:3:forces:R:3:lowdin_charge:R:1
C -2.8295 1.2269 -0.9823 -1.7 -1.5 -0.2 -0.1167
O -4.1348 0.7423 -1.3045 -0.7 0.1 -0.5 -0.1719
C -4.5535 1.1092 -2.6117 -0.4 -1.2 0.0 -0.2052
C -4.7759 2.5940 -2.9048 -0.4 -1.6 -0.4 -0.4580
C -5.6908 3.1991 -1.8727 0.3 1.0 0.6 -0.0418
N -5.3606 2.7177 -4.2534 0.3 -0.4 0.1 0.0546
H -2.1684 0.3744 -0.8101 -0.1 0.0 -0.3 0.0769
H -2.9238 1.7686 -0.0382 0.1 -0.1 -1.6 0.0438
H -2.4477 1.9001 -1.7483 -2.8 -2.9 0.9 0.0007
H -3.9290 0.6064 -3.3655 0.6 0.5 0.0 0.1254
H -5.4935 0.5818 -2.8165 -0.3 0.2 0.5 0.1242
H -3.7915 3.0664 -2.9304 -0.4 -0.8 0.1 0.0916
H -5.1914 3.1631 -0.9017 -0.2 -0.2 0.1 0.0760
H -6.6812 2.7549 -1.7663 0.2 -0.4 -0.2 0.0928
H -5.8652 4.2599 -2.0671 0.0 -0.1 -0.2 0.0761
H -4.7599 2.1591 -4.8600 0.0 0.3 -0.2 0.0708
H -6.2255 2.1781 -4.2502 -0.1 0.3 0.0 0.0726
C 1.4855 -3.3754 2.5952 -0.2 -0.6 -0.4 -0.1022
O 0.7524 -2.4524 3.3555 0.6 0.1 0.4 -0.2246
C 0.8706 -2.6870 4.7366 -0.4 0.4 0.9 -0.2148
C 0.4191 -1.4561 5.5192 0.2 -0.1 -0.1 -0.4259
C 1.3497 -0.2686 5.2579 -0.7 -0.4 -0.3 -0.0556
N 0.3541 -1.7459 6.9656 0.7 0.2 0.3 0.0349
H 2.5605 -3.3223 2.7954 0.0 0.2 -0.1 0.0892
H 1.2545 -3.2088 1.5427 0.3 0.4 0.1 0.0533
H 1.1829 -4.4197 2.7520 -0.1 0.1 0.4 0.1018
H 0.2186 -3.5134 5.0435 0.1 -0.3 -0.1 0.1325
H 1.8956 -2.8965 5.0722 0.2 -0.2 -0.4 0.1271
H -0.6020 -1.2504 5.1891 0.0 0.3 -0.1 0.1261
H 1.3377 -0.0489 4.1908 0.2 0.2 0.0 0.0527
H 2.3567 -0.5348 5.5852 0.1 0.1 0.0 0.0761
H 0.9863 0.6049 5.8002 0.1 0.1 0.0 0.0826
H 1.0458 -2.4324 7.2673 -0.2 -0.4 -0.5 0.0674
H 0.7671 -0.9246 7.4029 -0.6 0.1 0.2 0.0583
C 0.6252 0.4120 -4.9064 -0.5 -0.7 -0.2 -0.0800
O 1.8809 0.1580 -4.3127 -0.1 0.2 0.2 -0.2178
C 2.3465 -1.1666 -4.4700 0.8 -0.3 -0.1 -0.1813
C 3.6235 -1.3371 -3.6384 0.7 0.0 0.1 -0.4109
C 4.8134 -0.5550 -4.2111 -1.1 0.9 0.5 -0.0430
N 3.9606 -2.7596 -3.5767 -0.9 -0.3 -1.0 0.0387
H -0.1657 -0.1816 -4.4343 0.0 0.0 0.2 0.0935
H 0.5991 0.1170 -5.9596 0.3 0.2 -0.1 0.0953
H 0.3624 1.4611 -4.8066 0.3 0.1 0.0 0.0795
H 1.6374 -1.9395 -4.1577 -0.3 0.3 0.1 0.1264
H 2.5751 -1.3291 -5.5306 0.0 -0.1 -0.1 0.1347
H 3.3594 -0.9961 -2.6338 0.3 0.1 0.1 0.1317
H 4.9782 -0.8156 -5.2568 0.2 -0.2 0.1 0.0838
H 5.7007 -0.6843 -3.5954 0.1 -0.1 -0.1 0.0812
H 4.5403 0.5049 -4.1784 0.3 0.1 -0.1 0.0694
H 4.7957 -3.0081 -3.0650 0.0 0.4 0.2 0.0990
H 4.1357 -3.0206 -4.5450 0.2 -0.4 0.1 0.0958
C 3.9325 0.0543 2.1923 -1.3 0.6 -0.6 -0.1170
O 5.2539 -0.0239 2.6182 0.3 0.2 -0.1 -0.1680
C 5.4712 -0.9806 3.6366 -0.7 0.0 -0.7 -0.2147
C 6.9577 -1.2131 3.8214 0.0 -0.8 -0.6 -0.4409
C 7.6631 -1.6217 2.5514 0.2 -0.2 -0.7 -0.0744
N 7.1941 -2.2543 4.8535 -0.3 1.8 0.7 0.0372
H 3.5726 -0.8050 1.6147 0.3 -0.4 0.3 0.0775
H 3.7719 0.8981 1.5166 0.6 0.1 0.0 0.0820
H 3.1843 0.2628 2.9655 0.3 -0.3 0.5 0.0785
H 4.9173 -0.6539 4.5277 0.4 0.0 0.3 0.1218
H 4.9911 -1.9238 3.3304 0.1 -0.2 0.0 0.1211
H 7.4526 -0.2812 4.1066 -0.2 -0.1 0.6 0.1432
H 8.7236 -1.7011 2.7919 0.0 -0.2 -0.1 0.0781
H 7.5662 -0.9153 1.7257 -0.1 0.2 0.2 0.0752
H 7.3094 -2.5781 2.1553 0.0 -0.1 0.2 0.0803
H 6.6668 -3.1116 4.7297 -0.1 0.1 -0.5 0.0677
H 6.7329 -1.7678 5.6248 0.4 -0.8 0.6 0.0657
C -5.6912 1.4448 2.6884 -0.5 -1.9 -0.5 -0.0906
O -4.3997 0.8977 2.4443 -0.4 0.5 0.3 -0.1628
C -3.4951 1.8615 1.9745 1.0 0.2 0.9 -0.2049
C -2.1543 1.1632 1.7280 0.6 -0.7 -0.5 -0.4296
C -1.6002 0.4192 2.9208 -0.6 1.4 1.6 -0.0600
N -1.0886 2.0692 1.2773 0.1 0.3 0.3 0.0864
H -6.2651 0.6590 3.1874 0.3 0.1 0.5 0.0859
H -6.2338 1.4606 1.7379 0.1 1.0 -0.1 0.0872
H -5.7334 2.3463 3.2946 0.3 0.3 -0.2 0.0897
H -3.8545 2.3939 1.0841 -0.3 -0.2 0.1 0.1077
H -3.3301 2.6433 2.7306 0.0 0.0 0.1 0.1350
H -2.2864 0.4386 0.9113 -0.4 -0.2 1.0 0.0786
H -1.5062 1.1372 3.7448 0.2 0.2 0.0 0.0955
H -0.5993 0.0348 2.7410 -0.1 -0.3 -0.2 0.0695
H -2.2726 -0.3398 3.3240 0.4 1.0 0.0 0.0507
H -1.3758 2.6940 0.5312 -0.2 -0.1 0.1 0.0455
H -0.3401 1.4927 0.8783 -0.1 0.5 0.3 0.0446
C -1.9809 -2.4785 2.3777 0.0 0.4 0.1 -0.0870
O -2.8479 -3.0581 1.4320 0.1 -0.2 0.3 -0.1418
C -2.9512 -2.2886 0.2665 -0.4 -0.9 -1.5 -0.2165
C -3.6963 -3.1167 -0.7916 0.2 -0.3 0.1 -0.4171
C -2.9392 -4.3828 -1.1560 0.7 0.2 0.2 -0.0678
N -3.8576 -2.2789 -1.9946 -0.2 -0.1 0.6 0.0548
H -1.8256 -3.1077 3.2538 -0.3 -0.5 -0.2 0.1002
H -2.3664 -1.5230 2.7517 -0.1 -1.4 -0.7 0.0414
H -0.9841 -2.2754 1.9682 -0.2 -0.1 -0.2 0.0737
H -3.5121 -1.3527 0.3672 0.1 0.1 0.6 0.1263
H -1.9814 -2.0742 -0.2016 -0.6 -0.3 0.6 0.0780
H -4.6467 -3.4355 -0.3449 -0.2 0.2 0.0 0.1375
H -2.0165 -4.1233 -1.6811 -0.1 0.2 -0.1 0.0589
H -3.4951 -5.0466 -1.8179 -0.2 -0.1 0.2 0.0757
H -2.6066 -4.8832 -0.2448 -0.4 -0.3 0.0 0.0752
H -4.7050 -2.6040 -2.4469 0.1 0.3 -0.3 0.0722
H -4.0295 -1.3287 -1.6630 -0.2 0.0 -0.3 0.0338
C -0.7476 2.3047 -2.1998 2.2 1.3 -1.1 -0.0806
O -1.8102 3.0899 -1.6871 2.8 3.6 -0.5 -0.2957
C -1.4252 4.4486 -1.4910 -0.7 -0.2 -0.9 -0.1540
C -2.6995 5.2643 -1.3028 -0.6 1.2 -0.2 -0.4083
C -3.5476 5.3604 -2.5825 0.9 -0.3 0.4 -0.0533
N -2.3840 6.6436 -0.8859 0.4 -0.6 0.4 0.0355
H 0.1492 2.3105 -1.5747 -0.3 -0.3 0.5 0.0855
H -0.3749 2.7933 -3.1115 -0.2 -0.1 -0.3 0.0911
H -1.0405 1.2878 -2.4421 0.0 0.2 0.2 0.0931
H -0.7218 4.5040 -0.6551 0.0 0.2 0.0 0.1261
H -0.9789 4.7777 -2.4390 0.4 0.3 0.3 0.1279
H -3.3508 4.8518 -0.5287 0.3 -0.3 0.2 0.1368
H -2.8768 5.6886 -3.3804 -0.2 0.1 -0.3 0.0906
H -4.3631 6.0675 -2.4572 0.1 0.1 0.1 0.0893
H -3.9465 4.3697 -2.8003 0.3 1.7 -0.2 0.0067
H -1.8579 7.1137 -1.6172 0.0 0.0 0.0 0.0709
H -1.7479 6.5440 -0.0979 0.0 0.5 0.1 0.0682
C 2.9488 3.7003 -0.9127 0.7 -0.3 -0.6 -0.0636
C 3.0145 2.9097 -2.2248 -0.8 0.5 0.5 -0.2860
O 2.6151 1.5528 -2.0440 0.2 0.4 -0.4 -0.1174
H 3.5689 3.2207 -0.1554 -0.1 0.1 0.1 0.0738
H 1.9391 3.8519 -0.5358 -0.1 -0.3 -0.1 0.0631
H 3.3549 4.6873 -1.1421 0.1 0.0 0.2 0.0776
H 3.9987 2.9365 -2.6973 0.1 0.2 0.2 0.1125
H 2.3028 3.4239 -2.8821 0.1 -0.2 -0.3 0.1075
H 2.4134 1.2180 -2.9373 -0.1 -0.4 0.3 0.0532
C -0.0186 -1.2060 -0.5341 -0.1 -0.2 0.4 -0.0730
C 1.1379 -0.6827 0.2951 -0.2 0.3 -0.9 -0.2701
O 1.2095 0.7362 0.1437 0.8 -0.3 0.1 -0.1209
H -0.0442 -2.2982 -0.5256 -0.1 0.3 0.2 0.0411
H 0.0489 -0.9163 -1.5850 0.2 0.2 0.0 0.0916
H -0.9696 -0.8559 -0.1321 0.6 0.3 -0.1 0.0318
H 2.0416 -1.1582 -0.1021 0.2 0.1 0.4 0.1025
H 1.0289 -0.8826 1.3609 0.0 -0.3 0.0 0.0896
H 1.8892 0.9155 -0.5323 -0.4 0.3 0.0 0.0439
C 0.6313 -4.7386 -0.6523 -0.3 -0.3 0.4 -0.0793
C 1.5678 -3.9022 -1.4996 0.3 0.2 -0.4 -0.3392
O 2.1330 -4.6621 -2.5471 -0.3 -0.4 -0.3 -0.1028
H 1.1002 -5.5881 -0.1514 0.4 0.1 -0.2 0.0849
H -0.1943 -5.1631 -1.2207 0.1 0.1 -0.3 0.0644
H 0.1649 -4.1649 0.1536 0.0 0.1 -0.2 0.0443
H 2.3921 -3.4572 -0.9228 -0.2 -0.1 0.4 0.1073
H 1.0398 -3.0503 -1.9473 -0.2 -0.2 0.1 0.0837
H 2.5357 -4.0184 -3.1610 0.3 -0.3 0.4 0.0237
```
Forces are in eV/Å.


Record 2
Here is a cluster of 2 separate species, C8H16OS in total in a non-equilibrium geometry from the Open Molecules 2025 dataset. Energies are from ωB97M-V/def2-TZVPD.

Results
ΔE to the lowest compared entry with this formula, charge and spin	368.5	kJ/mol
net charge	0
orbital gap	9.77	eV
energy	-21434.7394	eV

```
26
Properties=species:S:1:pos:R:3:forces:R:3:nbo_charge:R:1
C 1.7272 -1.4894 0.6535 0.3 -0.8 2.2 -0.3731
C 0.3295 -1.1932 0.1634 0.7 -2.1 -1.6 -0.6402
C 3.9191 -2.5154 -0.1255 -0.9 1.9 0.9 -0.6018
C -1.9539 0.8662 -1.3349 1.8 -0.5 0.1 -0.4408
C -2.1334 2.9090 0.0163 0.6 1.2 -0.2 -0.6540
C -3.7464 1.0895 0.3807 0.3 -3.3 -0.1 -0.6411
C 3.0351 -1.2007 -0.0302 -0.4 -1.1 -0.2 -0.4147
C -2.5147 1.5266 -0.3239 0.5 0.0 -0.6 0.0203
O 1.3533 1.1767 0.8738 0.0 0.2 -0.2 -0.9649
S 0.8786 -0.0912 1.4692 -0.2 -0.2 0.5 1.1973
H 1.8453 -2.3400 1.4043 -0.6 1.1 -1.0 0.2210
H 0.4056 -0.6137 -0.8036 -0.7 -0.9 1.1 0.2564
H 3.9743 -2.6840 -1.1527 0.8 -0.6 -1.7 0.2115
H 3.4526 -3.3897 0.2938 -0.3 -0.2 0.5 0.2019
H 4.8755 -2.3286 0.3499 0.2 -0.2 -0.2 0.2146
H -0.8746 1.0990 -1.7507 -2.7 -0.2 0.6 0.2099
H -2.4651 -0.0675 -1.5764 0.6 -0.1 -0.4 0.1908
H -0.2973 -2.1698 0.2524 0.3 2.5 -0.1 0.2562
H -1.1313 3.1121 -0.3474 0.2 0.1 -0.2 0.2287
H -2.8175 3.5885 -0.5807 0.6 -0.4 1.2 0.2215
H -2.0846 3.1171 1.1058 -0.5 0.1 -0.7 0.2132
H -3.8396 -0.1177 0.4711 0.2 2.9 -0.2 0.2069
H -4.5325 1.4508 -0.2526 -1.1 0.2 0.3 0.2258
H -3.7210 1.5292 1.3707 -0.5 -0.1 0.1 0.2175
H 2.7647 -0.8518 -1.0269 0.5 0.2 -0.1 0.2090
H 3.5512 -0.4122 0.5008 0.2 0.2 0.0 0.2281
```
Forces are in eV/Å.


Record 3
Here is the molecule C7H12N2 in a non-equilibrium geometry from the Open Molecules 2025 dataset. Energies are from ωB97M-V/def2-TZVPD.

Results
ΔE to the lowest compared entry with this formula, charge and spin	730.9	kJ/mol
net charge	0
structure (SMILES)	C=C[C@]12C[C@@H]1NCCN2
orbital gap	8.75	eV
energy	-10425.9018	eV

```
21
Properties=species:S:1:pos:R:3:forces:R:3:nbo_charge:R:1
C 1.9793 0.1430 -1.4075 1.0 -2.5 0.3 -0.4441
C 1.0205 -0.9018 -1.0296 5.2 4.1 -2.7 -0.2157
C 0.3226 -0.7625 0.2902 1.4 -3.0 -2.1 -0.0228
C -0.4057 -2.0883 0.4061 0.0 -2.4 0.8 -0.3420
C -1.0840 -0.7817 0.0844 -0.9 -1.6 4.4 -0.0793
N -1.6729 0.2536 -0.5760 -2.7 0.5 -4.4 -0.6145
C -1.3561 1.4136 0.1922 0.5 -0.6 0.9 -0.2539
C 0.0411 1.4174 0.7062 6.6 2.5 -0.2 -0.2627
N 0.6752 0.1273 1.3304 1.1 2.8 -2.5 -0.5931
H 2.2477 1.0531 -0.6732 -0.6 -2.6 -1.9 0.2040
H 2.9092 -0.0289 -2.2944 -3.4 0.4 2.5 0.2135
H 0.9352 -1.7867 -1.8258 -0.2 2.0 2.3 0.2419
H -0.2683 -2.8501 -0.4019 0.3 0.5 1.2 0.2214
H -0.4324 -2.4711 1.5351 -0.7 0.5 -2.8 0.2201
H -1.3523 -0.6995 1.1833 -1.2 0.9 -1.3 0.1727
H -1.5235 0.4194 -1.6451 -0.1 -0.8 2.8 0.3848
H -1.8459 1.4616 1.1560 -1.6 -0.1 -0.1 0.1802
H -1.6217 2.1778 -0.4743 0.0 1.9 -0.2 0.2185
H 0.9042 1.7674 -0.1311 -2.9 -1.2 1.9 0.1972
H 0.3392 2.2405 1.4240 -1.3 -0.8 -0.3 0.2198
H 0.1888 -0.1041 2.1509 -0.7 -0.4 1.3 0.3541
```
Forces are in eV/Å.


Record 4
Here is the molecule C5H8O2 from the Open Molecules 2025 dataset. Energies are from ωB97M-V/def2-TZVPD.

Results
ΔE to the lowest compared entry with this formula, charge and spin	121.1	kJ/mol
net charge	0
structure (SMILES)	O=CCC/C=C\O
orbital gap	9.67	eV
energy	-9408.5771	eV

```
15
Properties=species:S:1:pos:R:3:forces:R:3:nbo_charge:R:1
O -1.2829 -2.3253 -0.5864 0.2 0.4 -0.2 -0.5278
C -0.8560 -1.2522 -0.9417 -0.1 -0.2 0.1 0.4469
C -1.5301 0.0697 -0.6430 -0.1 -0.1 0.0 -0.5052
C -0.5079 1.0803 -0.0845 0.0 0.1 -0.1 -0.4367
C 0.3497 0.4204 0.9614 0.2 -0.1 -0.1 -0.2976
C 1.5736 -0.0445 0.7125 -0.4 0.1 0.3 0.1293
O 2.1733 0.1289 -0.5062 0.2 -0.1 0.1 -0.6964
H 0.1016 -1.1746 -1.5022 -0.2 -0.1 0.0 0.1127
H -1.9682 0.4555 -1.5739 0.0 -0.1 0.1 0.2283
H -2.3433 -0.1224 0.0661 0.1 0.0 -0.1 0.2216
H -1.0447 1.9431 0.3292 0.1 -0.2 -0.1 0.2219
H 0.1260 1.4568 -0.8954 -0.1 -0.1 0.1 0.2223
H -0.0857 0.2077 1.9341 0.1 0.0 -0.1 0.2169
H 2.1422 -0.5935 1.4616 -0.1 0.1 -0.1 0.1776
H 3.0450 -0.2802 -0.4880 -0.1 0.1 0.0 0.4861
```
Forces are in eV/Å.